Entry from the Open Molecules 2025 dataset: a structure of composition C20H28CuN2Si (ωB97M-V/def2-TZVPD).

molar mass: 388.09 g/mol
spin multiplicity: 2
HOMO level (spin up / spin down): -4.16 / -5.94 eV
LUMO energy (spin up / spin down): 0.514 / 0.322 eV
expectation value of S²: 0.75
HOMO-LUMO gap (spin up / spin down): 4.68 / 6.26 eV

Element x y z (Å)
H: 2.05 1.85 -1.19
H: -0.57 -1.74 1.42
C: 2.15 0.22 3.51
H: 0.22 -4.00 -2.00
H: -0.01 1.15 -0.48
H: 2.51 -2.05 0.37
C: 3.11 1.52 -0.70
N: -2.24 0.68 -1.37
C: 1.19 -0.75 -1.88
H: 0.06 -2.00 -0.51
H: 3.80 1.88 -1.52
C: -3.75 -0.62 1.39
H: -3.73 2.42 0.25
H: -3.69 2.02 -2.13
H: -0.82 3.01 0.17
C: 2.99 -0.89 3.56
C: 1.47 0.55 2.33
H: -3.03 0.03 -1.27
Cu: -1.31 0.54 0.46
H: -1.00 0.36 3.07
C: 1.24 -2.95 -3.60
H: 2.09 0.87 4.38
H: 3.41 0.47 -0.63
H: -4.81 -0.64 1.17
C: -2.72 2.06 -1.63
C: 1.71 -1.70 -4.04
C: -3.12 0.29 2.28
C: -2.87 2.81 -0.31
H: 0.84 1.44 2.30
H: 1.88 0.42 -3.56
C: 2.42 -1.39 1.24
C: 1.62 -0.58 -3.20
H: 3.28 2.03 0.25
H: 3.60 -1.10 4.45
H: -1.63 0.31 -2.10
C: 3.12 -1.70 2.42
H: -3.61 1.08 2.85
C: -2.78 -1.52 0.90
H: 1.38 -3.84 -4.21
H: -1.79 2.89 1.50
C: 0.63 -3.05 -2.34
H: -2.95 -2.37 0.24
H: -1.99 2.55 -2.28
N: -1.66 2.56 0.54
H: 2.14 -1.62 -5.03
Si: 1.35 0.50 -0.54
C: 1.67 -0.21 1.16
C: 0.57 -1.94 -1.48
H: 3.82 -2.53 2.42
H: -3.01 3.89 -0.46
C: -1.74 -0.05 2.37
C: -1.51 -1.18 1.48


Entry from the Open Molecules 2025 dataset: a cluster of 3 separate species, C3H8O4S in total (ωB97M-V/def2-TZVPD).

total charge: -2
molar mass: 140.16 g/mol
HOMO level: 0.07 eV
LUMO energy: 6.097 eV
HOMO-LUMO gap: 6.03 eV
energy relative to the best compared isomer or geometry (same formula, charge and spin): 6.2 kcal per mole

Element x y z (Å)
C: -1.63 -1.11 -0.87
O: -2.44 -2.02 -1.15
H: 1.04 1.58 1.91
H: -0.71 2.64 -1.21
H: -0.41 -2.43 0.36
O: -0.60 2.05 -1.97
H: 2.45 1.05 1.84
H: 0.08 -0.36 1.49
O: 1.91 1.80 2.24
H: 0.44 0.35 -0.13
S: 2.28 -0.94 0.87
H: 0.34 -1.88 -1.17
C: 0.47 -0.52 0.51
H: -0.98 1.20 -1.58
C: -0.29 -1.57 -0.32
O: -1.96 0.13 -0.82


Entry from the Open Molecules 2025 dataset: the ion C22H32N3O5S with charge +1 (ωB97M-V/def2-TZVPD).

total charge: +1
molar mass: 450.58 g/mol
SMILES string: COc1cc(C[NH2+]CCc2ccc(S(N)(=O)=O)cc2)ccc1OCC(=O)NC(C)(C)C
HOMO level: -10.65 eV
LUMO energy: -2.649 eV
HOMO-LUMO gap: 8.00 eV
energy relative to the best compared isomer or geometry (same formula, charge and spin): 4.8 kcal per mole

Element x y z (Å)
C: 1.46 -0.53 2.34
C: -3.54 -0.98 -1.57
C: -0.50 -3.98 -0.36
H: -4.93 -1.92 -2.92
C: 1.26 1.45 -2.24
C: -2.06 -0.74 0.47
N: -0.87 4.19 1.02
O: -0.80 -0.93 2.56
H: -5.47 -1.91 -1.24
H: -1.54 -0.49 -2.21
N: -3.14 -1.20 -0.17
C: 3.71 0.97 -2.42
H: -0.23 -3.55 -1.33
H: -0.85 1.80 -1.95
H: -2.72 -0.43 2.49
H: 3.62 2.10 0.10
H: 4.63 -0.99 -2.69
H: 1.58 2.55 1.43
C: 0.49 -2.24 0.94
C: 2.52 1.50 -1.66
O: -0.60 -2.98 0.63
C: 1.74 -2.42 0.35
H: -4.21 -3.04 -1.76
H: -1.49 -4.42 -0.43
H: 1.87 -3.17 -0.41
C: -2.06 -1.12 1.95
C: -2.34 -1.17 -2.50
C: 0.33 -1.23 1.92
H: 1.31 0.21 3.11
H: -3.86 -1.61 0.40
H: 3.52 1.02 -3.49
C: 2.64 1.94 -0.34
C: 0.28 2.16 -0.19
H: 4.22 -2.67 -0.59
C: 1.51 2.25 0.40
C: 4.18 -1.83 0.11
C: -4.61 -2.03 -1.89
H: 2.98 -1.02 -2.04
H: -0.96 4.46 1.99
C: 3.93 -0.49 -2.02
H: 5.46 -0.33 -0.64
H: 3.96 0.19 -0.11
H: 4.61 1.56 -2.21
H: -2.40 -2.15 2.08
H: -3.44 1.16 -1.31
N: 4.46 -0.55 -0.63
H: -4.34 0.65 -2.75
H: 3.56 -0.21 2.16
C: 2.84 -1.69 0.77
O: -1.12 -0.13 -0.03
H: -5.06 0.50 -1.15
H: -2.64 -0.97 -3.52
H: 4.97 -1.96 0.85
H: -1.98 -2.19 -2.44
S: -1.16 2.54 0.79
H: 1.16 1.14 -3.27
O: -1.07 1.93 2.08
C: 0.14 1.81 -1.52
H: 0.22 -4.75 -0.08
C: -4.13 0.42 -1.71
H: -1.47 4.76 0.44
C: 2.70 -0.76 1.79
O: -2.36 2.40 0.01


Entry from the Open Molecules 2025 dataset: a structure of composition C16H30F3GaNO2S2 (ωB97M-V/def2-TZVPD).

total charge: -1
molar mass: 459.27 g/mol
HOMO level: -4.85 eV
LUMO energy: 2.259 eV
HOMO-LUMO gap: 7.11 eV

Element x y z (Å)
H: -0.90 3.65 1.50
C: -0.10 3.13 0.86
H: 3.89 4.51 -0.76
H: 0.49 1.65 2.38
H: 1.92 2.33 -1.01
H: -0.46 -4.68 0.92
H: 2.90 4.67 0.84
C: -2.44 0.15 2.03
H: 0.96 -6.95 0.95
H: -2.44 -1.83 0.90
C: -1.88 -1.30 1.74
H: -2.03 -1.96 2.65
C: 0.17 -2.51 -0.10
H: -3.34 1.95 1.06
F: -4.44 1.94 -4.64
H: 0.04 -5.37 -0.68
H: 3.17 2.27 1.94
C: 2.67 2.63 -0.21
C: 2.33 2.02 1.21
H: -2.43 3.62 -1.70
C: 2.96 4.21 -0.20
H: -1.81 0.76 2.75
H: 3.71 -4.39 -0.42
C: -2.76 1.02 0.73
H: -2.86 -0.09 -1.95
F: -2.65 3.39 -4.60
C: -2.90 1.74 -2.74
C: -3.10 2.12 -4.28
S: -0.07 -1.37 1.33
H: -3.47 0.42 0.08
H: 2.32 0.88 1.17
C: 1.39 -5.90 1.08
H: -1.02 2.92 -2.75
H: 1.85 -3.36 1.95
H: -3.92 1.76 -2.22
C: 2.22 -3.42 0.88
C: -1.83 2.69 -1.99
H: 1.23 3.28 2.72
F: -2.31 1.23 -5.04
C: 3.30 -4.55 0.63
H: 2.74 -2.42 0.68
N: 1.13 -3.61 -0.11
S: -0.76 -2.29 -1.48
H: 3.65 2.14 -0.54
H: 0.29 3.93 0.15
Ga: -1.08 1.73 -0.28
O: 2.76 -5.89 0.67
C: 0.45 -4.90 0.26
H: 2.09 4.69 -0.78
H: -3.45 -0.01 2.56
O: -2.47 0.36 -2.72
C: 0.97 2.55 1.87
H: -0.12 0.54 -0.81
H: 1.26 -5.65 2.19
H: 4.20 -4.43 1.33


- What is the formula in the third record?
  C22H32N3O5S